Record 1
20
Properties=species:S:1:pos:R:3:lowdin_charge:R:1 method="wB97M-V/def2-TZVPD" lumo_ev=3.48 smiles="O=[N+]([O-])C[C@H]([O-])c1ccccc1" charge=-1 de_lowest_ev=3.203 e_homo_ev=-3.1 energy_ev=-16055.0474 largest_force_ev_per_a=2.98
C -2.42048 0.14058 1.04248 -0.14
C -1.92815 -1.16301 1.06562 -0.12
C -0.55607 -1.41253 1.22046 -0.05
C 0.34624 -0.33964 1.42679 -0.14
C 1.83308 -0.46724 1.88639 -0.53
O 2.61721 0.50414 1.41711 -0.28
C -0.14494 0.96143 1.21285 -0.04
C -1.52578 1.20578 1.06822 -0.11
H -3.47770 0.34285 0.97969 0.08
H -2.63056 -1.99360 1.00288 0.09
H -0.17493 -2.43482 1.22971 0.10
H 2.13713 -1.51352 1.70127 0.12
H 0.58053 1.79543 1.23471 0.11
H -1.84532 2.24208 1.01794 0.09
C 2.17505 -0.11806 3.35559 -0.05
N 3.74084 -0.31644 3.70314 -0.35
O 4.07466 -1.51047 3.81956 -0.02
O 4.50502 0.64124 3.88612 0.01
H 2.05937 0.95382 3.65335 0.13
H 1.72903 -0.81802 4.06556 0.09

=====

Record 2
24
Properties=species:S:1:pos:R:3:lowdin_charge:R:1 method="wB97M-V/def2-TZVPD" lumo_ev="-7.96 / -12.44" charge=+2 multiplicity=5 e_homo_ev="-13.9 / -18.6" s2=6.04 energy_ev=-25185.2226 largest_force_ev_per_a=6.77
O 1.26629 1.58089 -3.65878 0.17
C 0.92488 1.89313 -2.60578 -0.17
Rh 1.01332 1.82785 -0.61828 0.63
O 3.23302 0.12006 -1.98067 0.21
C 2.49435 0.68954 -1.30357 -0.11
C 1.35393 1.60550 1.37576 -0.08
O 1.54128 1.40367 2.51008 0.18
C -0.88628 2.84476 -0.49715 -0.16
O -1.64365 2.96415 0.43361 0.16
C 1.85582 3.53350 -0.52903 -0.15
O 2.22278 4.62972 -0.49536 0.22
H -1.13176 3.14741 -1.56271 0.13
C -2.29221 -1.93718 0.21455 0.08
N -0.94994 -2.07095 0.74970 -0.03
C -0.50555 -3.31446 1.39048 0.07
C -0.07378 -1.07147 0.60282 -0.18
O -0.36819 -0.07375 -0.10979 0.02
H -2.80554 -2.86806 0.38928 0.12
H -2.24703 -1.71344 -0.84577 0.14
H -2.80871 -1.12061 0.71118 0.14
H 0.39016 -3.71007 0.86785 0.15
H -0.19825 -3.12219 2.43836 0.15
H -1.30508 -4.04643 1.36032 0.12
H 0.92015 -1.19159 1.16290 0.19

=====

Record 3
17
Properties=species:S:1:pos:R:3:lowdin_charge:R:1 method="wB97M-V/def2-TZVPD" lumo_ev="-1.47 / -1.13" de_lowest_ev=4.178 e_homo_ev="-8.7 / -8.5" energy_ev=-10467.9455 largest_force_ev_per_a=3.90
C 0.05070 -1.20586 -0.96218 -0.06
C -0.28616 -0.63087 0.30889 -0.28
C 1.51608 0.64854 -1.53932 -0.12
C 0.91365 -0.61448 -1.77341 -0.11
C 0.29231 0.62945 0.56150 0.05
C -1.03712 -1.20599 1.34107 0.04
C 1.24531 1.37406 -0.23502 -0.39
C -2.00051 -0.38095 1.95667 -0.17
O 1.82345 2.39661 0.12008 0.07
H -0.32009 -2.22798 -1.11472 0.12
H 2.61555 0.51837 -1.58602 0.15
H 1.19482 1.28244 -2.40773 0.16
H 0.89898 -1.09619 -2.71651 0.11
H 0.05133 0.90307 1.63838 0.13
H -1.97753 0.76842 1.64189 0.12
H -1.96676 -0.30536 3.02624 0.07
H -3.01401 -0.85326 1.74020 0.12

=====

Record 4
18
Properties=species:S:1:pos:R:3:lowdin_charge:R:1 method="wB97M-V/def2-TZVPD" lumo_ev=0.87 smiles=O[C@@]1(c2ccccc2)CO1 de_lowest_ev=0.828 e_homo_ev=-9.1 energy_ev=-12518.6636 largest_force_ev_per_a=3.81
C 1.69904 0.19744 1.94078 -0.08
C 0.31000 0.44643 2.27841 -0.07
C 2.15368 -0.05501 0.69344 -0.09
C -0.58671 0.39482 1.28611 -0.04
C 1.21167 -0.10800 -0.31089 -0.05
C -0.10904 0.09863 -0.03240 -0.10
C -1.62685 -1.21617 -1.76262 0.00
C -1.02691 0.06437 -1.31342 -0.50
O -0.51458 -0.57236 -2.47202 0.01
O -1.67351 1.26622 -1.34730 0.05
H 2.47737 0.33826 2.69956 0.10
H -0.01988 0.60134 3.24083 0.08
H 3.19973 -0.20766 0.40903 0.12
H -1.66293 0.57337 1.51337 0.13
H 1.46426 -0.34028 -1.27533 0.09
H -1.30952 -2.08883 -1.29202 0.10
H -2.62010 -1.23827 -2.15568 0.11
H -1.36572 1.84567 -2.09983 0.15

=====

Record 5
21
Properties=species:S:1:pos:R:3:lowdin_charge:R:1 method="wB97M-V/def2-TZVPD" lumo_ev=0.18 smiles="O=C(OC1CSSC1)c1ccco1" de_lowest_ev=2.401 e_homo_ev=-8.5 energy_ev=-36236.0114 largest_force_ev_per_a=4.99
C 0.65092 1.06407 -0.08189 -0.37
C 0.29464 -0.66574 -1.77450 -0.43
C 1.34292 -1.61384 -1.51650 -0.46
C -0.96071 -1.28290 -2.37625 -0.45
C 0.09251 1.38235 1.20548 -0.16
C -1.06658 0.91083 1.87119 0.03
C -1.01680 1.43462 3.16737 -0.06
C -0.01714 2.30788 3.12505 -0.17
H 0.59993 0.16126 -2.37217 0.14
H 1.90410 -1.50816 -0.42334 0.16
H 1.97831 -1.65040 -2.40602 0.09
H -1.82089 -1.40266 -1.54714 0.13
H -1.19808 -0.95934 -3.37925 0.05
H -1.63334 0.15871 1.46962 0.09
H -1.77110 1.30384 4.00718 0.14
H 0.39148 3.10915 3.81173 0.16
O 1.79011 1.42692 -0.35150 0.13
O -0.09275 -0.08838 -0.41564 -0.05
O 0.72398 2.28517 2.04245 0.08
S 0.53372 -3.29005 -1.18644 0.49
S -0.72524 -3.08335 -2.86941 0.47

=====

Record 6
20
Properties=species:S:1:pos:R:3:lowdin_charge:R:1 method="wB97M-V/def2-TZVPD" lumo_ev="-0.02 / -0.02" de_lowest_ev=12.366 e_homo_ev="-9.0 / -9.0" energy_ev=-16603.5276 largest_force_ev_per_a=3.54
C 0.17613 -0.74513 -2.27965 -0.03
C 0.72213 0.43150 -2.05362 0.02
C -2.20891 0.04241 -1.38202 -0.01
C -1.70792 1.24032 -1.10279 0.03
C -0.91795 -0.69139 -1.25226 -0.16
C -0.20207 0.79010 -0.87451 -0.06
C -0.33031 -0.34732 0.06722 -0.15
C 0.64696 0.28259 2.88136 -0.33
O 1.81569 -1.17051 0.25074 -0.28
O 1.69738 0.59488 2.12093 -0.01
O -0.74656 -0.67263 1.22352 0.11
O -0.60980 0.34282 2.21827 0.00
H 0.51338 -1.51125 -2.98814 0.12
H 1.51390 1.10693 -2.31721 0.11
H -3.26898 -0.41362 -1.59894 0.15
H -2.21628 2.25301 -1.05312 0.13
H 0.64484 0.96242 3.71672 0.13
H 0.62187 -0.68573 3.57133 0.17
H 1.83393 -1.82199 -0.50692 0.01
H 2.02258 0.01258 1.35907 0.06

=====

Record 7
22
Properties=species:S:1:pos:R:3:lowdin_charge:R:1 method="wB97M-V/def2-TZVPD" lumo_ev="-14.05 / -15.72" charge=+3 multiplicity=2 e_homo_ev="-22.0 / -22.0" s2=0.75 energy_ev=-50159.3671 largest_force_ev_per_a=6.54
Yb -1.54829 -0.88416 -0.06712 1.62
O -0.26038 -2.67085 3.29550 0.20
C -0.71691 -2.23233 2.34439 0.05
C -3.12172 0.91578 0.13703 0.04
O -3.85066 1.80239 0.23494 0.26
C -0.84146 -1.93004 -2.14537 0.04
O -0.44376 -2.38545 -3.11942 0.26
C -3.47684 -2.61118 0.03652 0.02
O -4.35399 -3.35112 0.02201 0.23
C 2.43961 1.00533 0.28780 -0.10
C 1.73988 1.61091 -0.92680 -0.10
C 0.25633 1.50366 -0.59502 -0.14
O 0.15553 0.29910 0.25273 -0.41
C 1.44808 0.03429 0.91750 -0.11
H 3.37544 0.52288 0.01508 0.15
H 2.68501 1.79875 0.99755 0.14
H 1.93739 1.00473 -1.81824 0.14
H 2.04261 2.63528 -1.15012 0.16
H -0.09931 2.34980 0.00055 0.15
H -0.40904 1.40023 -1.46094 0.13
H 1.72464 -1.01387 0.75176 0.14
H 1.31783 0.19586 1.98968 0.14

=====

Record 8
17
Properties=species:S:1:pos:R:3:lowdin_charge:R:1 method="wB97M-V/def2-TZVPD" lumo_ev=0.87 smiles=CC#CCc1cccs1 de_lowest_ev=1.556 e_homo_ev=-8.6 energy_ev=-19257.7100 largest_force_ev_per_a=4.24
C -0.92175 1.81692 1.27602 -0.17
C 0.12220 1.23972 1.20958 -0.03
C 0.79042 -2.46601 -1.73054 -0.21
C 1.53963 -1.84444 -0.68196 -0.15
C -0.27822 -1.69335 -2.05638 -0.44
C 1.13553 -0.56315 -0.32401 -0.51
C -2.17224 2.51400 1.43077 -0.10
C 1.37767 0.23457 0.91396 -0.16
S -0.27781 -0.14895 -1.28771 1.02
H 0.79952 -3.48233 -2.18378 0.11
H 2.26784 -2.57680 -0.31183 0.11
H -0.93699 -1.81474 -2.92799 0.07
H -1.84234 3.57401 1.31117 0.10
H -2.79276 2.11839 0.62682 0.08
H -2.66996 2.48584 2.37973 0.07
H 1.73405 -0.34561 1.76657 0.11
H 2.12521 0.95195 0.58959 0.09

=====

Record 9
18
Properties=species:S:1:pos:R:3:lowdin_charge:R:1 method="wB97M-V/def2-TZVPD" lumo_ev="-1.63 / -1.63" smiles="CC=c1c(=S)c(=CC)c1=S" de_lowest_ev=1.239 e_homo_ev="-8.4 / -8.4" energy_ev=-30092.5365 largest_force_ev_per_a=3.42
C 0.59602 0.98663 0.37470 -0.16
C -0.78414 -0.74493 0.50016 -0.30
C -0.33406 0.36844 1.34467 -0.76
C 0.20969 -0.43452 -0.57846 -0.61
C 1.41250 2.07588 0.38259 -0.06
C -1.74757 -1.66415 0.63329 -0.02
C 2.36734 2.46865 -0.76189 -0.05
C -1.94798 -2.73680 -0.40282 -0.06
S -0.92452 0.80605 2.79619 0.72
S 0.67540 -0.92617 -2.05549 0.71
H 1.18742 2.79734 1.21745 0.12
H -2.36684 -1.55783 1.43940 0.08
H 3.39310 2.56203 -0.44991 0.08
H 1.87842 3.32247 -1.10555 0.06
H 2.23880 1.65707 -1.42344 0.03
H -2.03823 -2.31602 -1.35839 0.06
H -2.76684 -3.40152 -0.13035 0.08
H -1.04851 -3.26260 -0.42215 0.06

=====

Record 10
22
Properties=species:S:1:pos:R:3:lowdin_charge:R:1 method="wB97M-V/def2-TZVPD" lumo_ev="-0.74 / -1.39" de_lowest_ev=6.034 e_homo_ev="-8.7 / -8.4" energy_ev=-85552.3663 largest_force_ev_per_a=3.64
C 2.28738 -1.76387 -0.45913 -0.03
C 1.92456 -0.64457 0.29868 0.01
C 1.32836 -2.14885 -1.42222 -0.07
C 0.71070 0.14566 0.21011 -0.23
C -0.07680 -0.47186 -0.71488 -0.04
C 0.15737 2.55874 -0.00648 -0.11
C 0.37081 1.31640 1.00331 -0.20
C -2.56220 -0.42917 -0.47196 -0.50
N 0.12818 -1.51571 -1.38728 0.10
N -2.35539 -0.84202 0.86846 -0.53
O -2.48243 -0.03521 1.76542 -0.02
O -2.02973 -1.98529 1.11423 0.04
Br -3.02307 1.34168 -0.76578 0.81
H 3.21739 -2.23666 -0.36615 0.09
H 2.63523 -0.38428 1.06555 0.11
H 1.46447 -2.95066 -2.11203 0.10
H -0.62640 2.30977 -0.88900 0.03
H 1.23250 2.69957 -0.34465 0.08
H -0.27260 3.47113 0.52797 0.08
H -0.53541 1.04363 1.53490 0.08
H 1.18238 1.67232 1.75948 0.15
H -2.67527 -1.15074 -1.20855 0.05

=====

Record 11
22
Properties=species:S:1:pos:R:3:lowdin_charge:R:1 method="wB97M-V/def2-TZVPD" lumo_ev=-4.78 charge=+1 de_lowest_ev=2.149 e_homo_ev=-13.8 energy_ev=-84989.6856 largest_force_ev_per_a=6.20
C -1.77764 -0.78956 0.67704 -0.11
C -0.46164 -0.91230 1.05008 0.00
C -1.36202 0.29356 -1.22483 -0.04
C 0.08285 1.53586 0.38155 -0.30
C -0.76315 2.73953 0.25031 -0.15
C 0.08537 0.46669 -0.75143 -0.13
C 1.83468 -0.27279 0.72247 -0.48
C 0.78845 -1.97162 -0.70909 0.04
N -2.19441 -0.25483 -0.45223 0.09
N 0.91382 1.42931 1.26855 0.28
N 0.62406 -0.68543 0.03468 -0.30
O -1.36350 2.98331 -0.75266 0.13
Br 3.36848 -0.00543 -0.38809 0.86
H -2.66593 -0.85131 1.44370 0.18
H -0.15598 -1.29579 1.98026 0.13
H -1.67055 0.89448 -2.14353 0.17
H -0.82234 3.36811 1.09862 0.13
H 0.76838 0.76997 -1.42063 0.11
H 2.15802 -0.75351 1.54576 0.05
H 1.30391 -2.54063 0.04439 0.11
H -0.19196 -2.27934 -1.09267 0.13
H 1.50111 -1.86827 -1.56226 0.11

=====

Copy entry 7 word for word.
22
Properties=species:S:1:pos:R:3:lowdin_charge:R:1 method="wB97M-V/def2-TZVPD" lumo_ev="-14.05 / -15.72" charge=+3 multiplicity=2 e_homo_ev="-22.0 / -22.0" s2=0.75 energy_ev=-50159.3671 largest_force_ev_per_a=6.54
Yb -1.54829 -0.88416 -0.06712 1.62
O -0.26038 -2.67085 3.29550 0.20
C -0.71691 -2.23233 2.34439 0.05
C -3.12172 0.91578 0.13703 0.04
O -3.85066 1.80239 0.23494 0.26
C -0.84146 -1.93004 -2.14537 0.04
O -0.44376 -2.38545 -3.11942 0.26
C -3.47684 -2.61118 0.03652 0.02
O -4.35399 -3.35112 0.02201 0.23
C 2.43961 1.00533 0.28780 -0.10
C 1.73988 1.61091 -0.92680 -0.10
C 0.25633 1.50366 -0.59502 -0.14
O 0.15553 0.29910 0.25273 -0.41
C 1.44808 0.03429 0.91750 -0.11
H 3.37544 0.52288 0.01508 0.15
H 2.68501 1.79875 0.99755 0.14
H 1.93739 1.00473 -1.81824 0.14
H 2.04261 2.63528 -1.15012 0.16
H -0.09931 2.34980 0.00055 0.15
H -0.40904 1.40023 -1.46094 0.13
H 1.72464 -1.01387 0.75176 0.14
H 1.31783 0.19586 1.98968 0.14